(1)
{"formula": "C9H22BN2O2", "method": "the ωB97M-V functional and the def2-TZVPD basis", "symbols": ["B", "C", "C", "C", "C", "C", "C", "C", "C", "C", "N", "N", "O", "O", "H", "H", "H", "H", "H", "H", "H", "H", "H", "H", "H", "H", "H", "H", "H", "H", "H", "H", "H", "H", "H", "H"], "positions_angstrom": [[1.39494, -0.97296, 3.21890], [0.43101, 0.75718, -2.66589], [-1.51256, -0.45059, -2.29519], [0.74366, 1.10651, -1.18810], [-1.39241, -0.12945, -0.69540], [0.99291, -2.41707, 1.15740], [-0.53454, 1.19751, 1.89187], [-1.68290, 1.79696, -3.24917], [0.34602, -1.25530, 1.95897], [0.31508, 0.25736, 1.09781], [-0.92598, 0.62282, -2.95401], [0.04523, 0.01155, -0.37646], [1.82427, -2.14185, 3.67433], [1.80060, 0.29370, 3.49127], [0.93296, 1.58011, -3.13015], [0.89359, -0.16540, -2.99812], [-0.98218, -1.39014, -2.52283], [-2.56486, -0.57888, -2.55208], [1.85407, 0.95289, -1.04850], [0.43017, 2.08724, -0.68011], [-1.97931, 0.80358, -0.56302], [-1.98039, -0.90170, 0.01773], [1.97463, -2.17981, 0.83297], [0.28802, -2.87425, 0.43096], [1.11943, -3.16721, 1.81944], [-1.62102, 1.06137, 1.72689], [-0.34395, 2.25715, 1.90119], [-0.33386, 0.76259, 2.88142], [-0.89781, 2.50950, -3.73440], [-2.50647, 1.81054, -3.91183], [-2.13206, 2.45400, -2.37127], [-0.74599, -1.39697, 1.86058], [1.38844, 0.65877, 1.23970], [0.42458, -0.94406, -0.72436], [2.47047, -2.36950, 4.35758], [2.46622, 0.35381, 4.10185]], "charge": 1, "de_lowest_kcal_mol": 23.5, "smiles": "C[C@@H](B(O)O)[C@H](C)[NH+]1CCN(C)CC1"}

---

(2)
{"formula": "C18H56N2O18", "method": "the ωB97M-V functional and the def2-TZVPD basis", "symbols": ["C", "O", "N", "N", "H", "H", "H", "H", "C", "C", "O", "O", "H", "H", "H", "H", "H", "H", "C", "C", "O", "O", "H", "H", "H", "H", "H", "H", "C", "C", "O", "O", "H", "H", "H", "H", "H", "H", "C", "C", "O", "O", "H", "H", "H", "H", "H", "H", "C", "C", "O", "O", "H", "H", "H", "H", "H", "H", "C", "C", "O", "O", "H", "H", "H", "H", "H", "H", "C", "C", "O", "O", "H", "H", "H", "H", "H", "H", "C", "C", "O", "O", "H", "H", "H", "H", "H", "H", "C", "O", "H", "H", "H", "H"], "positions_angstrom": [[-2.51569, -2.06155, 2.75231], [-3.29024, -1.22013, 3.20474], [-2.73763, -3.39816, 2.88444], [-1.36443, -1.64190, 2.04812], [-2.19180, -4.11445, 2.46902], [-3.61919, -3.61384, 3.33201], [-1.52956, -0.78728, 1.60419], [-0.87171, -2.28867, 1.42649], [-4.30659, 0.06081, 0.32907], [-3.34653, 1.20762, 0.72000], [-2.47421, 1.57416, -0.34038], [-4.78664, 0.32482, -0.98420], [-5.12065, 0.03936, 1.02232], [-3.83454, -0.92552, 0.39043], [-2.82045, 1.00460, 1.60926], [-4.04031, 2.07567, 0.90347], [-1.98510, 0.76464, -0.60653], [-4.17736, 0.98198, -1.38551], [-2.69293, -3.01442, -3.13670], [-2.12219, -2.65979, -1.75695], [-2.72395, -3.50347, -0.73162], [-2.39109, -4.39790, -3.30450], [-2.24513, -2.39457, -3.91433], [-3.76485, -2.91884, -3.06173], [-2.43307, -1.67516, -1.38220], [-1.02296, -2.79608, -1.71961], [-2.58123, -4.39295, -1.05247], [-2.39622, -4.62356, -4.21172], [3.57046, -0.76565, 3.67623], [2.08606, -0.72033, 3.79308], [1.42801, -1.88558, 3.14574], [3.98165, -0.88179, 2.25348], [3.89011, -1.58346, 4.31292], [3.92732, 0.14435, 4.15152], [1.72339, 0.12864, 3.21239], [1.79251, -0.66331, 4.79239], [0.54921, -1.56366, 2.87381], [4.28092, -1.79723, 2.07061], [-1.88187, 2.96990, 5.38515], [-2.48470, 2.11753, 4.32130], [-1.59501, 0.99188, 4.14240], [-0.42221, 3.30783, 5.16409], [-1.78283, 2.46436, 6.33996], [-2.39100, 3.90625, 5.42783], [-2.56563, 2.69284, 3.40846], [-3.46661, 1.74522, 4.65824], [-2.17149, 0.19859, 3.97129], [-0.26675, 2.84186, 4.32813], [1.59649, -0.49148, -3.37058], [1.36473, 0.97185, -3.37476], [0.02511, 1.13981, -3.84212], [0.52658, -1.14600, -2.67878], [2.56229, -0.72411, -2.91522], [1.59601, -0.86994, -4.41124], [2.04254, 1.47405, -4.04536], [1.42061, 1.41771, -2.35861], [-0.42525, 1.94606, -3.56411], [-0.23892, -0.66555, -2.94418], [5.54024, 1.43115, -0.17726], [5.55926, 2.50304, -1.27220], [6.84415, 2.73236, -1.79700], [4.13983, 1.21600, 0.07207], [6.05438, 1.76197, 0.77979], [5.95387, 0.48499, -0.51561], [5.28284, 3.50906, -0.91927], [4.90373, 2.22398, -2.08809], [7.04268, 2.03272, -2.47805], [3.99501, 0.75806, 0.90366], [-2.30304, 4.27530, -4.80159], [-2.53468, 4.22619, -3.33026], [-2.18537, 2.90814, -2.83334], [-0.90257, 4.16501, -5.17793], [-2.59244, 5.24686, -5.24540], [-2.76720, 3.36551, -5.21966], [-3.65760, 4.45989, -3.27174], [-2.08312, 4.99470, -2.68278], [-2.44794, 2.81035, -1.91910], [-0.82391, 3.32664, -5.65698], [2.00798, -2.79053, -0.07894], [3.12889, -3.83630, -0.29479], [3.92686, -3.89443, 0.92270], [1.02691, -3.23282, 0.81402], [1.59101, -2.57782, -1.06093], [2.48688, -1.92218, 0.28383], [3.75142, -3.61696, -1.20933], [2.70887, -4.80699, -0.56943], [3.49351, -4.47733, 1.55419], [1.26311, -2.84063, 1.70298], [0.49645, 0.81097, 0.32571], [-0.36349, -0.19397, -0.20771], [0.08396, 1.01168, 1.31136], [1.59824, 0.60853, 0.35877], [0.40919, 1.66691, -0.30205], [0.08664, -0.64612, -0.95113]], "smiles": "NC(N)=O.OCCO.OCCO.OCCO.OCCO.OCCO.OCCO.OCCO.OCCO.CO"}

---

Result set for HOMO: -11.85; -9.96 eV, one per record in the order listed.
Result set for Kohn-Sham gap: 9.468; 10.444 eV, one per record in the order listed.